No. 1
83
Properties=species:S:1:pos:R:3:lowdin_charge:R:1 method="wB97M-V/def2-TZVPD" orbital_gap_ev="5.5525 / 3.9965" charge=+4 spin_multiplicity=5 lumo_ev="-11.96 / -14.27"
C -3.203 -4.430 -3.233 0.06
C -1.989 -4.663 -2.548 -0.18
C -0.889 -5.095 -3.310 0.05
C -1.073 -5.315 -4.680 0.00
N -2.233 -5.113 -5.311 0.32
C -3.284 -4.675 -4.612 0.01
C -1.872 -4.408 -1.139 0.11
C -1.728 -4.037 0.026 0.12
C -1.610 -3.201 1.186 -0.18
C -2.739 -2.501 1.688 0.05
C -2.532 -1.246 2.264 -0.02
C -1.214 -0.776 2.221 -0.23
C -0.101 -1.632 2.219 -0.08
C -0.329 -2.915 1.714 0.00
Pd -0.750 1.079 1.823 0.74
P -0.250 0.463 -0.411 1.00
H 0.079 -5.292 -2.859 0.15
H -4.084 -4.074 -2.703 0.15
H -0.243 -5.651 -5.303 0.17
H -4.216 -4.492 -5.167 0.17
H 0.496 -3.615 1.564 0.14
H -3.751 -2.852 1.464 0.15
H 0.883 -1.231 2.460 0.11
H -3.327 -0.581 2.589 0.12
C 0.631 1.795 -1.328 -0.37
C 1.046 1.586 -2.794 -0.11
H 1.530 1.991 -0.716 0.06
H -0.010 2.684 -1.233 0.06
H 1.504 2.524 -3.143 0.10
H 1.799 0.793 -2.912 0.07
H 0.192 1.380 -3.456 0.07
C 0.596 -1.068 -1.019 -0.34
C 0.234 -1.594 -2.417 -0.11
H 0.358 -1.843 -0.280 0.04
H 1.681 -0.875 -0.932 0.07
H 0.864 -2.475 -2.619 0.09
H -0.810 -1.936 -2.466 0.06
H 0.407 -0.870 -3.226 0.07
C -1.956 0.238 -1.011 -0.37
C -2.270 0.768 -2.401 -0.11
H -2.608 0.714 -0.264 0.05
H -2.144 -0.842 -0.944 0.08
H -3.354 0.719 -2.546 0.10
H -1.978 1.812 -2.541 0.08
H -1.822 0.170 -3.200 0.07
Br 1.316 3.450 2.117 0.53
P 4.079 0.198 0.870 1.16
C 4.730 0.023 -0.839 -0.38
C 6.156 0.504 -1.088 -0.10
H 4.023 0.630 -1.440 0.07
H 4.619 -1.022 -1.166 0.09
H 6.393 0.413 -2.156 0.10
H 6.284 1.555 -0.807 0.08
H 6.899 -0.094 -0.545 0.09
C 5.124 1.330 1.880 -0.36
C 6.019 0.712 2.953 -0.10
H 4.369 1.995 2.338 0.07
H 5.725 1.945 1.199 0.09
H 6.492 1.521 3.531 0.11
H 5.448 0.075 3.642 0.08
H 6.833 0.110 2.518 0.08
C 4.179 -1.477 1.639 -0.39
C 5.373 -2.364 1.273 -0.10
H 3.233 -1.973 1.339 0.06
H 4.125 -1.343 2.734 0.09
H 5.243 -3.347 1.751 0.10
H 5.443 -2.521 0.190 0.08
H 6.321 -1.943 1.636 0.08
N -1.135 5.051 1.581 0.11
C -0.450 3.952 1.011 -0.60
N -1.424 2.901 0.987 -0.09
C -2.617 3.375 1.482 -0.21
C -3.774 2.664 1.850 -0.01
C -4.643 3.281 2.760 -0.01
C -4.412 4.596 3.228 0.01
C -3.304 5.329 2.798 0.04
C -2.411 4.707 1.929 -0.15
H -0.681 5.919 1.835 0.18
H 0.034 4.229 0.068 0.10
H -3.957 1.676 1.424 0.10
H -5.530 2.744 3.110 0.13
H -5.127 5.034 3.938 0.14
H -3.092 6.349 3.121 0.14

***

No. 2
90
Properties=species:S:1:pos:R:3:lowdin_charge:R:1 method="wB97M-V/def2-TZVPD" orbital_gap_ev="7.6539 / 7.6727" charge=0 spin_multiplicity=2 lumo_ev="0.27 / 0.27"
Ti 0.619 -1.203 -0.184 0.91
Cl -0.669 -5.043 5.818 0.67
C -0.709 -4.187 4.303 -0.67
C 0.132 -3.108 4.106 -0.12
C 0.070 -2.459 2.890 -0.52
Cl 1.084 -1.064 2.613 0.84
C -0.784 -2.824 1.850 -0.46
O -0.814 -2.157 0.701 -0.27
C -1.609 -3.917 2.104 -0.57
Cl -2.730 -4.423 0.882 0.74
C -1.581 -4.596 3.312 -0.13
H 0.816 -2.784 4.878 0.11
H -2.239 -5.439 3.469 0.11
O -0.350 0.607 0.124 -0.35
P -0.738 1.621 1.191 0.55
N 0.596 2.254 1.860 -0.19
C 1.990 1.902 1.557 -0.20
C 2.718 2.098 2.896 -0.15
C 1.794 3.026 3.721 -0.15
C 0.666 3.411 2.761 -0.18
N -1.701 0.898 2.286 -0.18
C -2.867 0.055 1.940 -0.17
C -3.216 -0.544 3.293 -0.15
C -3.029 0.633 4.254 -0.15
C -1.929 1.505 3.613 -0.17
N -1.539 2.903 0.574 -0.16
C -2.879 2.658 -0.042 -0.18
C -2.944 3.637 -1.214 -0.16
C -1.485 3.768 -1.642 -0.17
C -0.770 3.835 -0.303 -0.18
H 2.374 2.603 0.805 0.12
H 2.090 0.904 1.146 0.05
H 3.706 2.525 2.738 0.11
H 2.858 1.141 3.398 0.09
H 2.314 3.904 4.102 0.11
H 1.382 2.488 4.576 0.10
H 0.944 4.301 2.184 0.12
H -0.285 3.618 3.245 0.10
H -2.609 -0.672 1.176 0.11
H -3.703 0.669 1.585 0.11
H -2.513 -1.345 3.531 0.10
H -4.225 -0.955 3.316 0.12
H -2.749 0.313 5.256 0.11
H -3.953 1.205 4.342 0.11
H -1.001 1.487 4.187 0.10
H -2.252 2.547 3.527 0.11
H -3.677 2.815 0.682 0.11
H -2.952 1.633 -0.412 0.11
H -3.318 4.607 -0.878 0.11
H -3.603 3.278 -2.003 0.11
H -1.292 4.644 -2.261 0.12
H -1.164 2.879 -2.191 0.12
H -0.807 4.843 0.113 0.12
H 0.275 3.538 -0.361 0.09
C 0.747 0.042 -6.727 -0.05
C 0.950 0.210 -5.242 -0.27
C 1.464 1.391 -4.733 -0.03
C 1.655 1.539 -3.359 -0.27
C 2.253 2.798 -2.787 -0.04
C 1.315 0.490 -2.529 -0.03
C 0.807 -0.733 -3.009 -0.24
C 0.630 -0.845 -4.385 0.00
N 0.560 -1.734 -2.045 -0.09
C 0.189 -3.151 -2.325 -0.57
C 0.757 -4.000 -1.146 -0.03
C 0.809 -3.757 -3.593 -0.06
C -1.330 -3.270 -2.422 -0.05
H 0.863 0.990 -7.251 0.07
H -0.248 -0.348 -6.947 0.08
H 1.469 -0.662 -7.146 0.08
H 1.721 2.204 -5.405 0.11
H 2.238 3.613 -3.511 0.08
H 3.293 2.640 -2.491 0.09
H 1.708 3.128 -1.900 0.05
H 1.464 0.637 -1.465 0.07
H 0.201 -1.736 -4.813 0.09
H 1.738 -4.395 -1.411 0.09
H 0.083 -4.826 -0.914 0.09
H 0.924 -3.460 -0.219 0.03
H 1.825 -3.395 -3.761 0.10
H 0.220 -3.576 -4.490 0.07
H 0.858 -4.841 -3.462 0.09
H -1.822 -2.964 -1.499 0.04
H -1.620 -4.303 -2.639 0.09
H -1.686 -2.636 -3.238 0.08
N 2.614 -1.376 -0.012 0.02
C 3.768 -1.407 0.212 -0.31
N 4.978 -1.289 0.494 0.09
C 5.973 -2.156 0.400 -0.38
N 6.890 -2.857 0.356 0.09

***

No. 3
86
Properties=species:S:1:pos:R:3:lowdin_charge:R:1 method="wB97M-V/def2-TZVPD" orbital_gap_ev="4.9374 / 6.5340" charge=-1 spin_multiplicity=5 lumo_ev="2.61 / 2.60"
Fe 0.380 0.838 -0.806 0.68
C 1.248 -5.561 -2.931 -0.07
C 1.162 -4.352 -2.030 -0.31
C 0.139 -4.243 -1.091 0.00
C 0.024 -3.135 -0.219 -0.14
C -0.912 -2.954 0.782 -0.08
N -2.068 -3.677 1.034 0.00
C -2.973 -4.039 -0.058 -0.21
C -3.321 -2.913 -1.039 -0.17
C -3.965 -1.674 -0.412 -0.16
N -3.024 -0.831 0.299 0.04
C -3.120 -0.560 1.599 -0.06
C -2.235 0.144 2.410 -0.14
C -2.466 0.225 3.820 -0.04
C -1.526 0.779 4.667 -0.32
C -1.777 0.875 6.152 -0.08
C -0.326 1.242 4.139 -0.03
C -0.044 1.274 2.732 -0.13
C 1.240 1.721 2.372 -0.03
N 1.807 2.141 1.237 -0.10
C 3.263 2.289 1.256 -0.17
C 4.049 1.093 0.720 -0.15
C 3.961 0.895 -0.803 -0.24
N 2.792 0.102 -1.096 -0.02
C 2.984 -1.128 -1.431 -0.13
C 1.993 -2.155 -1.355 -0.17
C 2.091 -3.332 -2.136 -0.04
C 0.967 -2.017 -0.366 -0.33
O 0.874 -1.002 0.380 -0.08
C -1.067 0.787 1.833 -0.29
O -1.024 0.881 0.585 -0.10
H 0.528 -6.321 -2.627 0.06
H 2.245 -6.008 -2.904 0.07
H 1.032 -5.291 -3.968 0.07
H -0.564 -5.062 -1.001 0.09
H -0.727 -2.130 1.460 0.11
H -2.574 -3.247 1.794 0.10
H -3.883 -4.423 0.414 0.11
H -2.543 -4.861 -0.629 0.09
H -4.020 -3.324 -1.774 0.11
H -2.436 -2.598 -1.594 0.07
H -4.759 -1.966 0.285 0.11
H -4.424 -1.084 -1.210 0.12
H -2.211 -0.492 -0.221 0.10
H -3.989 -1.000 2.086 0.12
H -3.386 -0.189 4.221 0.10
H -2.829 0.702 6.383 0.06
H -1.507 1.865 6.524 0.07
H -1.183 0.143 6.706 0.07
H 0.428 1.628 4.818 0.10
H 1.941 1.731 3.204 0.12
H 3.580 2.479 2.286 0.11
H 3.513 3.173 0.666 0.11
H 3.671 0.183 1.191 0.12
H 5.095 1.230 1.013 0.10
H 4.882 0.403 -1.155 0.10
H 3.904 1.875 -1.295 0.10
H 3.994 -1.437 -1.754 0.12
H 2.895 -3.410 -2.864 0.11
N 1.084 1.387 -3.038 0.00
C 0.236 0.906 -4.133 -0.25
C 0.035 -0.598 -3.997 -0.10
C -1.091 -0.917 -3.007 -0.63
O -2.018 -1.631 -3.398 0.00
O -1.023 -0.369 -1.854 -0.09
H 1.264 2.378 -3.118 0.07
H 1.978 0.904 -3.071 0.07
H 0.673 1.145 -5.110 0.10
H -0.728 1.416 -4.070 0.12
H 0.958 -1.050 -3.627 0.10
H -0.215 -1.049 -4.956 0.11
C 1.027 4.843 1.219 -0.06
C 0.296 3.903 0.249 -0.57
C 0.213 4.591 -1.120 -0.08
C -1.147 3.739 0.743 -0.05
C 1.118 2.595 0.044 -0.21
H 0.452 5.762 1.366 0.08
H 2.016 5.116 0.837 0.08
H 1.152 4.371 2.195 0.08
H -0.366 5.515 -1.053 0.08
H -0.288 3.931 -1.830 0.07
H 1.208 4.837 -1.503 0.08
H -1.648 4.712 0.716 0.08
H -1.182 3.371 1.769 0.08
H -1.699 3.044 0.112 0.08
H 1.903 2.863 -0.670 0.07

***

No. 4
93
Properties=species:S:1:pos:R:3:lowdin_charge:R:1 method="wB97M-V/def2-TZVPD" orbital_gap_ev="4.8267 / 4.0765" charge=+4 lumo_ev="-12.82 / -13.57"
Sn 0.053 0.157 0.117 1.26
N 1.529 -1.311 2.987 0.20
C 0.276 -0.935 3.291 -0.46
N -0.056 -0.860 4.558 0.20
C -1.315 -0.517 4.853 -0.39
N -1.661 -0.330 6.107 0.24
N -2.269 -0.371 3.889 0.21
C -1.866 -0.441 2.658 -0.32
N -0.577 -0.614 2.268 0.00
C -2.899 -0.368 1.594 -0.25
C -4.235 -0.587 1.899 0.04
C -5.164 -0.563 0.868 0.01
C -4.724 -0.302 -0.422 0.00
C -3.373 -0.078 -0.633 -0.12
N -2.474 -0.119 0.348 -0.04
H 2.094 -1.647 3.753 0.14
H 1.749 -1.618 2.055 0.07
H -0.986 -0.476 6.842 0.14
H -2.621 -0.141 6.347 0.14
H -4.517 -0.773 2.925 0.13
H -6.212 -0.737 1.072 0.14
H -5.419 -0.266 -1.249 0.13
H -2.985 0.159 -1.618 0.11
C 4.130 -3.529 -2.790 -0.04
C 2.795 -3.482 -2.400 -0.09
C 2.367 -2.496 -1.531 -0.09
C 3.269 -1.535 -1.065 -0.28
C 4.611 -1.574 -1.477 0.01
C 5.034 -2.575 -2.330 -0.03
N 2.770 -0.575 -0.177 -0.03
N 3.585 0.222 0.306 0.10
C 3.147 1.206 1.178 -0.32
C 4.141 1.976 1.771 0.05
C 3.777 2.957 2.681 0.01
C 2.433 3.108 2.982 0.00
C 1.502 2.311 2.332 -0.12
N 1.835 1.385 1.437 0.01
H 4.462 -4.309 -3.461 0.12
H 2.099 -4.214 -2.789 0.11
H 1.345 -2.459 -1.166 0.03
H 5.293 -0.818 -1.114 0.12
H 6.067 -2.623 -2.646 0.13
H 5.173 1.785 1.512 0.13
H 4.527 3.581 3.148 0.14
H 2.105 3.845 3.702 0.13
H 0.442 2.424 2.533 0.10
C -3.008 4.981 1.852 -0.13
C -2.803 3.575 2.381 -0.15
N -1.913 2.833 1.484 0.08
C -1.144 3.370 0.506 -0.39
N -0.500 2.527 -0.301 -0.09
C 0.313 3.077 -1.377 -0.27
C -0.142 4.462 -1.802 -0.14
C -0.183 5.336 -0.564 -0.12
N -1.029 4.705 0.444 -0.02
C -1.654 5.549 1.462 -0.11
H -3.469 5.604 2.615 0.13
H -3.657 4.969 0.974 0.13
H -3.751 3.041 2.454 0.13
H -2.360 3.607 3.381 0.12
H -2.048 1.843 1.418 0.07
H 0.266 2.377 -2.225 0.05
H 1.365 3.125 -1.062 0.12
H -1.141 4.416 -2.241 0.13
H 0.550 4.879 -2.532 0.13
H -0.599 6.315 -0.798 0.14
H 0.825 5.486 -0.162 0.14
H -1.757 6.555 1.061 0.14
H -1.006 5.610 2.344 0.14
C -0.682 0.252 -6.666 -0.24
Sb -0.346 0.242 -4.539 1.55
C -0.782 -1.796 -3.980 -0.26
C 1.792 0.125 -4.261 -0.25
H -0.048 -0.540 -7.066 0.04
H -0.399 1.218 -7.076 0.03
H -1.732 0.053 -6.866 0.03
H -0.687 -2.383 -4.893 0.04
H -1.786 -1.911 -3.580 0.01
H -0.043 -2.104 -3.244 -0.01
H 2.283 0.848 -4.906 0.03
H 2.081 -0.889 -4.537 0.03
H 2.042 0.321 -3.221 -0.01
S -0.764 -3.617 0.611 0.88
C -0.321 -5.214 0.285 -1.03
N -1.152 -6.179 -0.026 -0.01
C -0.577 -7.482 -0.361 -0.15
C 0.838 -7.489 0.215 -0.33
S 1.330 -5.735 0.372 1.03
H -2.151 -6.027 -0.100 0.17
H -0.572 -7.600 -1.447 0.14
H -1.181 -8.285 0.059 0.15
H 1.555 -7.988 -0.434 0.11
H 0.889 -7.936 1.206 0.10

***

No. 5
83
Properties=species:S:1:pos:R:3:lowdin_charge:R:1 method="wB97M-V/def2-TZVPD" orbital_gap_ev="7.0748 / 4.5749" charge=0 spin_multiplicity=3 lumo_ev="0.16 / -2.35"
Pd -0.410 2.922 -0.714 0.57
C 2.125 -3.277 2.781 -0.04
C 1.222 -2.296 3.542 -0.56
C -0.155 -2.946 3.709 -0.06
C 1.796 -2.036 4.941 -0.05
C 1.169 -0.981 2.785 -0.18
C -0.010 -0.439 2.297 -0.08
C 0.003 0.760 1.612 -0.37
Se -1.669 1.459 0.863 1.14
C -1.977 0.109 -0.524 -0.34
C -2.380 -1.157 -0.158 -0.04
C -2.552 -2.138 -1.127 -0.13
C -2.369 -1.768 -2.460 0.02
C -2.007 -0.504 -2.875 -0.05
C -1.751 0.492 -1.878 -0.33
O -1.359 1.669 -2.181 -0.12
C -1.921 -0.233 -4.373 -0.53
C -3.281 -0.589 -4.997 -0.04
C -1.604 1.216 -4.749 -0.06
C -0.826 -1.124 -4.978 -0.03
C -2.920 -3.574 -0.804 -0.55
C -1.810 -4.492 -1.339 -0.03
C -3.066 -3.830 0.698 -0.05
C -4.256 -3.912 -1.479 -0.03
C 1.187 1.515 1.427 -0.40
O 1.162 2.682 0.873 -0.24
C 2.401 0.947 1.922 -0.09
C 2.351 -0.267 2.567 0.02
C 3.699 1.717 1.720 -0.53
C 3.591 3.079 2.421 -0.04
C 4.914 0.995 2.309 -0.07
C 3.941 1.904 0.214 -0.04
H 2.159 -4.235 3.295 0.08
H 3.140 -2.899 2.701 0.08
H 1.740 -3.437 1.776 0.09
H -0.048 -3.875 4.266 0.08
H -0.594 -3.184 2.743 0.06
H -0.834 -2.298 4.259 0.09
H 1.829 -2.962 5.509 0.08
H 1.172 -1.322 5.476 0.09
H 2.803 -1.631 4.891 0.08
H -0.957 -0.931 2.442 0.08
H -2.553 -1.360 0.887 0.09
H -2.523 -2.526 -3.212 0.10
H -4.072 -0.011 -4.525 0.09
H -3.514 -1.643 -4.878 0.07
H -3.271 -0.361 -6.061 0.09
H -2.315 1.906 -4.305 0.09
H -1.654 1.326 -5.832 0.09
H -0.608 1.505 -4.425 0.08
H -1.040 -2.178 -4.825 0.07
H 0.134 -0.899 -4.520 0.09
H -0.749 -0.942 -6.047 0.09
H -0.858 -4.233 -0.881 0.09
H -1.703 -4.402 -2.417 0.08
H -2.036 -5.530 -1.106 0.09
H -2.133 -3.631 1.218 0.07
H -3.324 -4.875 0.859 0.09
H -3.854 -3.216 1.128 0.09
H -4.196 -3.823 -2.560 0.08
H -5.034 -3.238 -1.129 0.09
H -4.544 -4.932 -1.237 0.09
H 3.269 -0.697 2.931 0.09
H 3.507 2.942 3.497 0.09
H 2.712 3.620 2.083 0.05
H 4.478 3.675 2.214 0.08
H 4.805 0.863 3.383 0.08
H 5.807 1.593 2.132 0.08
H 5.061 0.025 1.840 0.08
H 3.075 2.338 -0.282 0.05
H 4.144 0.942 -0.251 0.09
H 4.797 2.553 0.046 0.08
S 1.140 3.873 -2.344 0.65
C 0.503 4.803 -1.076 -0.96
N 1.366 5.270 -0.077 0.06
C 1.164 6.458 0.515 -0.06
C 0.049 7.183 0.215 -0.06
C -0.939 6.527 -0.563 -0.12
N -0.726 5.400 -1.172 0.03
H 2.127 4.652 0.188 0.12
H 1.908 6.786 1.227 0.13
H -0.116 8.166 0.615 0.09
H -1.929 6.955 -0.659 0.11